No. 1
{
  "formula": "C3H4BBrN2O2",
  "method": "wB97M-V/def2-TZVPD",
  "symbols": ["B", "C", "C", "C", "N", "N", "O", "O", "Br", "H", "H", "H", "H"],
  "positions_angstrom": [[-0.05831, -1.44875, -0.00789], [0.49265, 2.24836, -0.66089], [1.13147, 2.07831, 0.56335], [0.09178, 0.98366, -0.90517], [0.97901, 0.82253, 0.96309], [0.34709, 0.06787, 0.02754], [-0.28077, -1.91805, -1.29766], [-0.14617, -2.22445, 1.09311], [-2.84157, -0.76872, 0.52575], [0.40477, 3.17968, -1.36456], [1.35834, 2.76292, 1.32814], [-0.73209, -2.79840, -1.33852], [-0.74620, -2.98497, 1.07371]],
  "forces_ev_per_a": [[0.416, 1.053, -1.528], [-0.064, 2.305, -2.523], [-1.564, -1.881, 0.482], [-1.365, -0.679, -2.642], [1.284, -1.022, 2.842], [0.012, -0.074, -0.401], [-0.445, -0.384, 0.791], [-0.160, 0.370, 0.792], [-0.354, 0.099, 0.139], [0.121, -2.156, 1.666], [0.935, 0.841, 0.467], [0.729, 1.226, 0.111], [0.454, 0.302, -0.196]],
  "homo_ev": [-9.1, -9.3],
  "lumo_energy_ev": [-0.500, -3.936],
  "fmax_ev_per_a": 3.42,
  "spin_multiplicity": 1,
  "e_above_lowest_kj_mol": 277.5
}

---

No. 2
{
  "formula": "C13H40NO9",
  "method": "wB97M-V/def2-TZVPD",
  "symbols": ["N", "H", "H", "H", "H", "C", "O", "O", "O", "O", "H", "H", "O", "H", "H", "C", "C", "C", "O", "H", "H", "H", "H", "H", "H", "H", "H", "C", "C", "C", "O", "H", "H", "H", "H", "H", "H", "H", "H", "C", "C", "C", "O", "H", "H", "H", "H", "H", "H", "H", "H", "C", "C", "C", "O", "H", "H", "H", "H", "H", "H", "H", "H"],
  "positions_angstrom": [[0.17949, 0.19968, -0.88919], [0.04238, -0.31280, -1.74865], [0.79387, -0.30199, -0.26393], [-0.70241, 0.37858, -0.43055], [0.69113, 1.02592, -1.16422], [1.26017, 2.58919, -2.83767], [1.18054, 2.72245, -1.59638], [1.03761, 3.62075, -3.53323], [1.56374, 1.54796, -3.42497], [1.80946, -2.50820, -3.55898], [2.39483, -1.75115, -3.58044], [0.93174, -2.13123, -3.49791], [-0.37226, -0.55342, -3.36346], [0.02322, 0.26506, -3.66333], [-0.93205, -0.82948, -4.08918], [-4.09267, -2.32273, -0.26310], [-2.90460, -1.97169, -1.13102], [-2.59216, -2.95510, -2.21350], [-3.07185, -0.67591, -1.69520], [-4.11206, -3.38241, -0.00851], [-4.98296, -2.21517, -0.88270], [-4.13721, -1.69968, 0.63016], [-2.02947, -1.86270, -0.49042], [-3.43909, -3.05031, -2.89301], [-2.46081, -3.97207, -1.84387], [-1.67357, -2.75620, -2.76552], [-3.93089, -0.59043, -2.11515], [5.01679, 2.78374, 1.46648], [3.69345, 2.30517, 0.88309], [2.43799, 2.83154, 1.66058], [3.68331, 2.72505, -0.46903], [5.12098, 3.86554, 1.38301], [5.82319, 2.39923, 0.84200], [5.28349, 2.45712, 2.47161], [3.68679, 1.21930, 0.97775], [2.54512, 2.50975, 2.69647], [1.53174, 2.36421, 1.27532], [2.37605, 3.91503, 1.55908], [2.81507, 2.48984, -0.80437], [-3.85718, 1.25979, 1.72705], [-2.63140, 1.79110, 0.93751], [-1.78445, 2.64686, 1.86529], [-1.92208, 0.54924, 0.60385], [-4.55533, 1.97350, 2.16444], [-3.71232, 0.49663, 2.49171], [-4.48354, 0.71572, 1.02011], [-2.95649, 2.30683, 0.03394], [-2.34846, 3.42079, 2.38589], [-0.87463, 3.11393, 1.48823], [-1.38296, 1.92716, 2.57870], [-2.54136, -0.04179, 0.16936], [2.59689, -2.92384, 2.25586], [1.47840, -2.41960, 1.39746], [0.21029, -2.01848, 2.15316], [1.92673, -1.30339, 0.63920], [3.49817, -3.18315, 1.70038], [2.26262, -3.82542, 2.76919], [2.96769, -2.26060, 3.03734], [1.25300, -3.17829, 0.64800], [-0.32347, -2.90895, 2.48522], [-0.49838, -1.50809, 1.50096], [0.41877, -1.41408, 3.03596], [2.77156, -1.58843, 0.28338]],
  "forces_ev_per_a": [[0.643, -1.220, 0.004], [-0.221, -0.392, -0.264], [0.161, -0.403, 0.162], [-0.406, 0.609, 0.204], [0.548, 2.417, -0.526], [-0.567, 4.089, -2.573], [0.051, -1.560, 4.782], [-0.487, 1.455, -0.963], [0.566, -5.144, -0.911], [0.429, -0.845, 0.014], [-0.012, 0.448, -0.015], [-0.324, 0.581, 0.052], [-0.621, -1.267, -0.496], [1.415, 1.493, -0.127], [-0.386, -0.088, 0.006], [-0.077, -0.575, -0.602], [0.190, 0.290, 0.166], [-0.132, -1.247, -0.384], [0.333, 0.624, 0.217], [0.264, -0.058, 0.353], [-0.332, 0.324, 0.153], [-0.222, -0.052, 0.001], [0.241, -0.096, 0.045], [0.007, 0.250, -0.235], [0.011, -0.076, 0.450], [-0.121, 0.444, -0.023], [-0.297, -0.199, -0.012], [0.555, 0.117, -0.421], [-0.459, 0.876, 0.260], [1.048, -0.657, -0.471], [1.193, -0.359, 1.451], [-0.251, 0.153, 0.196], [0.006, -0.150, -0.237], [-0.514, 0.005, 0.243], [-0.104, -0.443, -0.160], [-0.053, 0.246, 0.277], [0.019, 0.168, -0.225], [-0.079, -0.027, 0.107], [-1.493, 0.268, -1.210], [-1.101, -0.068, -0.795], [-0.689, -1.233, 1.399], [0.975, -0.585, 0.126], [-0.039, 1.416, 0.759], [0.326, 0.554, -0.066], [0.954, 0.223, 0.134], [-0.143, -0.036, -0.314], [0.132, -0.058, -0.063], [-0.241, -0.201, -0.090], [-0.237, 0.027, -0.770], [-0.198, 0.077, 0.525], [-0.492, 0.133, -0.408], [0.441, -0.693, 0.937], [-0.460, 0.417, -0.198], [0.083, -0.529, -0.196], [0.445, 0.204, 0.402], [-0.103, -0.152, -0.411], [0.045, -0.202, 0.014], [-0.447, 0.475, -0.037], [-0.344, -0.426, 0.180], [0.112, -0.151, 0.109], [0.186, 0.235, 0.020], [0.089, 0.168, -0.137], [0.180, 0.411, -0.404]],
  "homo_ev": [2.2, 0.2],
  "lumo_energy_ev": [4.259, 4.205],
  "total_charge": -2,
  "fmax_ev_per_a": 5.25,
  "spin_multiplicity": 2
}